{
  "formula": "C3H5NOS",
  "method": "ωB97M-V/def2-TZVPD",
  "symbols": ["C", "C", "C", "N", "O", "S", "H", "H", "H", "H", "H"],
  "xyz": [[1.0268, 0.0263, 0.7039], [0.7254, -2.1063, -0.3686], [0.0637, 0.9752, -0.0064], [1.0811, -1.0813, 0.1289], [-2.2032, -0.2936, 0.8147], [-1.5235, 0.1143, -0.3855], [1.5669, 0.1897, 1.5601], [1.0565, -2.4663, -1.2633], [-0.2963, 1.8256, 0.4544], [0.5363, 1.4570, -0.9819], [-2.0335, 1.3594, -0.6563]],
  "lumo_ev": 0.5,
  "de_lowest_kcal_mol": 120.5,
  "charge": 0,
  "orbital_gap_ev": 8.674
}

***

{
  "formula": "CH4Se",
  "method": "ωB97M-V/def2-TZVPD",
  "symbols": ["C", "Se", "H", "H", "H", "H"],
  "xyz": [[0.0736, 0.4577, -0.0667], [-1.7740, 0.0287, -0.0632], [0.9955, -0.1953, 0.9450], [0.5013, -0.0709, -0.9890], [0.2333, 1.4803, 0.1068], [-2.2196, -1.2370, 0.6656]],
  "lumo_ev": 0.7,
  "de_lowest_kcal_mol": 43.3,
  "charge": 0,
  "orbital_gap_ev": 9.409
}

***

{
  "formula": "C26H26N8PdS2",
  "method": "ωB97M-V/def2-TZVPD",
  "symbols": ["Pd", "S", "C", "N", "C", "C", "N", "C", "C", "C", "C", "C", "C", "C", "C", "S", "C", "C", "C", "C", "C", "C", "C", "H", "H", "H", "H", "H", "H", "H", "H", "H", "H", "H", "H", "H", "H", "H", "H", "H", "H", "N", "C", "N", "C", "N", "N", "C", "N", "C", "C", "C", "C", "C", "N", "H", "H", "H", "H", "H", "H", "H", "H"],
  "xyz": [[0.3001, 2.3310, -0.5124], [-0.4382, 1.2603, 1.3522], [0.4599, -0.1621, 1.5009], [0.4277, -0.9256, 2.5553], [1.2814, -2.1256, 2.6037], [1.2366, -2.7911, 1.2606], [1.6912, -1.8162, 0.2453], [2.4664, -2.3827, -0.8829], [1.6574, -3.4526, -1.5692], [2.0517, -4.7823, -1.5062], [1.2947, -5.7623, -2.1355], [0.1418, -5.4124, -2.8204], [-0.2565, -4.0819, -2.8841], [0.5005, -3.1034, -2.2617], [1.3419, -0.5678, 0.3468], [1.8287, 0.6429, -0.7377], [-0.4677, -0.7177, 3.7165], [-1.5181, -1.8007, 3.7450], [-2.4554, -1.8896, 2.7183], [-3.4064, -2.8967, 2.7335], [-3.4279, -3.8161, 3.7765], [-2.5002, -3.7267, 4.8015], [-1.5414, -2.7209, 4.7844], [0.9027, -2.7864, 3.3794], [2.2978, -1.8191, 2.8621], [0.2251, -3.1177, 1.0101], [1.8928, -3.6570, 1.2224], [3.3845, -2.7960, -0.4636], [2.7339, -1.5740, -1.5562], [2.9597, -5.0567, -0.9807], [1.6095, -6.7961, -2.0936], [-0.4457, -6.1753, -3.3128], [-1.1504, -3.8097, -3.4290], [0.1957, -2.0632, -2.3234], [-0.8996, 0.2765, 3.6466], [0.1532, -0.7595, 4.6118], [-2.4540, -1.1617, 1.9130], [-4.1407, -2.9590, 1.9417], [-4.1746, -4.5983, 3.7912], [-2.5226, -4.4353, 5.6182], [-0.8217, -2.6468, 5.5920], [2.1661, 2.1597, -3.4970], [1.6617, 3.3671, -3.2338], [2.0047, 4.3404, -4.0633], [1.4291, 5.5213, -3.8598], [1.7555, 6.5343, -4.6499], [0.4997, 5.7641, -2.8958], [0.2598, 4.7628, -2.1057], [0.8264, 3.5340, -2.1670], [-0.7495, 4.9739, -1.0379], [-1.4602, 6.1532, -0.9421], [-2.3985, 6.2881, 0.0687], [-2.5876, 5.2398, 0.9522], [-1.8364, 4.0905, 0.7962], [-0.9369, 3.9555, -0.1824], [2.7896, 2.0917, -4.2843], [1.9052, 1.3314, -2.9953], [2.4348, 6.3952, -5.3793], [1.3251, 7.4334, -4.5216], [-1.2656, 6.9369, -1.6583], [-2.9715, 7.2002, 0.1645], [-3.3051, 5.3020, 1.7575], [-1.9601, 3.2598, 1.4748]],
  "lumo_ev": -7.1,
  "charge": 2,
  "orbital_gap_ev": 7.078
}

***

{
  "formula": "C27H22N9O2Pt",
  "method": "ωB97M-V/def2-TZVPD",
  "symbols": ["Pt", "C", "C", "N", "C", "C", "N", "C", "C", "C", "C", "C", "N", "C", "C", "N", "C", "C", "N", "C", "C", "C", "N", "C", "C", "H", "H", "H", "H", "H", "H", "H", "H", "H", "H", "H", "H", "N", "C", "C", "C", "O", "O", "H", "H", "H", "H", "H", "H", "N", "C", "C", "C", "C", "N", "C", "C", "H", "H", "H", "H"],
  "xyz": [[0.1061, 1.1941, -0.0757], [4.4195, 0.5598, -0.6912], [3.2047, 1.2024, -0.4593], [2.0574, 0.5309, -0.5090], [2.0774, -0.8162, -0.7612], [3.3160, -1.4223, -1.0094], [4.4292, -0.7311, -0.9657], [0.8020, -1.5131, -0.6734], [0.5382, -2.8250, -1.0073], [-0.7555, -3.3587, -0.8707], [-1.7585, -2.4885, -0.4023], [-1.4647, -1.1776, -0.0953], [-0.1891, -0.7253, -0.1924], [-2.3970, -0.1422, 0.3292], [-3.7522, -0.3233, 0.6415], [-4.4909, 0.6737, 1.0656], [-3.9851, 1.8902, 1.1882], [-2.6558, 2.1180, 0.8504], [-1.8833, 1.1187, 0.4335], [-1.0528, -4.7481, -1.2480], [-0.0302, -5.6460, -1.5806], [-0.3586, -6.9350, -1.9889], [-1.6169, -7.3053, -2.0428], [-2.6176, -6.5240, -1.7091], [-2.3719, -5.2164, -1.3026], [5.3661, 1.0813, -0.6543], [3.1777, 2.2670, -0.2517], [3.3970, -2.4789, -1.2333], [1.3428, -3.4270, -1.3958], [-2.7752, -2.8247, -0.2804], [-4.2330, -1.2894, 0.5541], [-4.6379, 2.6754, 1.5454], [-2.2211, 3.1077, 0.8997], [1.0174, -5.3920, -1.5171], [0.3994, -7.6575, -2.2653], [-3.6203, -6.9299, -1.7592], [-3.2218, -4.6047, -1.0403], [-0.6124, 1.4584, -2.0054], [-0.7168, 2.8442, -2.5320], [0.6378, 3.4928, -2.5619], [1.1352, 3.5844, -1.1212], [2.2848, 3.8881, -0.9154], [0.2110, 3.2335, -0.2738], [-0.1163, 0.8642, -2.6692], [-1.5455, 1.0662, -1.8933], [-1.4059, 3.4054, -1.9008], [-1.1234, 2.8515, -3.5529], [0.6263, 4.4932, -2.9954], [1.3774, 2.9074, -3.1132], [2.1590, 4.3054, 6.7961], [1.9009, 3.7970, 5.8007], [1.5441, 3.1853, 4.5585], [0.6858, 3.8497, 3.6808], [0.3380, 3.2230, 2.4988], [0.7874, 2.0138, 2.1802], [1.6089, 1.3717, 3.0078], [2.0213, 1.9226, 4.2076], [0.2936, 4.8285, 3.9162], [-0.2924, 3.7325, 1.7841], [1.9500, 0.3859, 2.7203], [2.6900, 1.3781, 4.8584]],
  "lumo_ev": -11.9,
  "charge": 3,
  "orbital_gap_ev": 4.599
}

***

{
  "formula": "C6H12O",
  "method": "ωB97M-V/def2-TZVPD",
  "symbols": ["C", "C", "C", "O", "C", "C", "C", "H", "H", "H", "H", "H", "H", "H", "H", "H", "H", "H", "H"],
  "xyz": [[-2.3460, 0.4958, 0.2051], [-1.0712, -0.3084, 0.4216], [-0.5883, -1.0656, -0.8137], [0.7748, -1.3618, -0.5765], [1.3394, -0.3699, 0.2877], [2.4488, 0.3770, -0.4368], [0.1722, 0.5279, 0.7332], [-3.1970, -0.1533, -0.0335], [-2.2208, 1.2052, -0.6234], [-2.6065, 1.0703, 1.1009], [-1.2246, -1.0356, 1.2306], [-1.1210, -2.0065, -0.9882], [-0.7030, -0.4345, -1.7130], [1.7641, -0.9031, 1.1502], [3.2148, -0.3224, -0.7860], [2.9221, 1.1127, 0.2251], [2.0403, 0.9046, -1.3068], [0.1555, 1.4509, 0.1363], [0.2463, 0.8169, 1.7871]],
  "smiles": "C[C@H]1CO[C@@H](C)C1",
  "lumo_ev": 1.1,
  "de_lowest_kcal_mol": 7.5,
  "charge": 0,
  "orbital_gap_ev": 10.598
}

***

{
  "formula": "C4H12",
  "method": "ωB97M-V/def2-TZVPD",
  "symbols": ["C", "C", "H", "H", "H", "H", "H", "H", "C", "C", "H", "H", "H", "H", "H", "H"],
  "xyz": [[-0.2111, -1.5488, -0.4097], [0.0389, -2.9890, 0.0206], [-1.0470, -1.1266, 0.1386], [0.6412, -0.8739, -0.2937], [-0.3494, -1.4203, -1.4817], [-0.9190, -3.5078, 0.0440], [0.6317, -3.0395, 0.9300], [0.6489, -3.5227, -0.7172], [0.1749, 2.8017, -0.3495], [0.0086, 1.7617, 0.7688], [1.1419, 3.2988, -0.2670], [0.0537, 2.3635, -1.3451], [-0.6371, 3.5343, -0.3428], [-0.3401, 2.2344, 1.6813], [0.8756, 1.1086, 0.8326], [-0.7706, 1.0849, 0.4045]],
  "smiles": "CC.CC",
  "lumo_ev": 1.2,
  "de_lowest_kcal_mol": 7.8,
  "charge": 0,
  "orbital_gap_ev": 12.731
}